Record 1
ORCA calculation (ωB97M-V/def2-TZVPD) on the molecule C24H28N4O3.

Each line ends with the natural charge from an NBO analysis.
Atoms and positions in Å:
O 3.80983 -1.83431 -0.80357  -0.6220
O -0.88453 -2.02593 -0.09083  -0.4980
O -0.49413 0.95272 -2.01139  -0.5919
N -0.61219 0.64462 0.24868  -0.6278
N -3.69281 3.46592 -2.44469  -0.4395
N -1.49633 3.22043 -0.67059  -0.4568
N 2.99238 -3.11718 0.88072  -0.4264
C -0.46758 -3.78309 1.96565  -0.1524
C 0.41533 -2.34484 0.15408  0.3778
C -2.78956 2.66990 -0.33544  -0.2177
C 1.00894 1.75553 1.61570  -0.1987
C 4.74471 -4.82771 0.57950  -0.6173
C -0.26795 -4.66115 3.00327  -0.2452
C 1.69621 2.87764 2.03725  -0.2391
C -1.62653 4.37943 -1.51924  -0.2166
C -0.70251 0.25919 -1.04440  0.6546
C 1.48255 -1.86553 -0.52322  -0.4093
C -0.43667 3.10776 0.20623  0.2543
C -1.17377 -1.19871 -1.19623  -0.1666
C -0.02234 1.85389 0.69371  0.0721
C 4.36306 -3.48633 1.19749  -0.2288
C 2.83596 -2.24537 -0.19742  0.6434
C 1.93429 -3.63500 1.58265  0.2870
C 2.10985 -4.53532 2.64452  -0.2741
C -3.54328 2.29018 -1.60745  -0.2320
C 0.29914 4.22392 0.62538  -0.2624
C -2.37424 3.97061 -2.78724  -0.2284
C 0.61451 -3.26303 1.24836  -0.1821
C 1.03002 -5.03333 3.33762  -0.1737
C -4.48038 3.18418 -3.62426  -0.4044
C 1.34734 4.11183 1.51549  -0.1963
H -2.67656 1.79939 0.30961  0.2143
H -2.49196 4.84102 -3.43688  0.1990
H 4.99230 -2.70327 0.76639  0.2536
H 3.09657 -4.85504 2.93364  0.2182
H 1.39772 -1.16866 -1.34139  0.2483
H -2.18398 5.18788 -1.01871  0.1754
H -3.38402 3.42756 0.20305  0.1800
H -1.10664 -5.06068 3.55166  0.2177
H 1.28971 0.77617 1.98026  0.2101
H 4.66626 -4.76484 -0.50282  0.2220
H -1.46253 -3.48000 1.68003  0.2276
H 4.49995 -3.48893 2.28060  0.1945
H 2.50248 2.78595 2.74785  0.2150
H -2.26563 -1.20060 -1.27706  0.2205
H -2.99059 1.49362 -2.13465  0.1742
H 4.09206 -5.62492 0.92863  0.2040
H 1.88330 4.99838 1.82034  0.2132
H -1.77696 3.20718 -3.31320  0.1847
H 1.19748 -5.72539 4.14946  0.2169
H 5.77098 -5.07318 0.83898  0.2156
H -4.53707 1.91726 -1.34506  0.1979
H -4.59431 4.09984 -4.20271  0.1998
H -0.63450 4.73594 -1.79721  0.2143
H -4.02320 2.41610 -4.26770  0.1646
H -0.75379 -1.60496 -2.12308  0.2136
H -5.46798 2.84023 -3.31881  0.1978
H 0.02204 5.20206 0.26543  0.2140
H -0.68047 -0.08902 0.94302  0.4111

Force components x, y, z for each atom (eV/Å):
0.0 0.1 -0.2
0.3 -0.2 0.4
0.2 -0.1 -0.2
0.0 0.0 0.5
0.0 0.0 0.0
-0.2 0.1 -0.1
0.2 0.2 -0.1
0.1 0.0 0.0
0.4 0.1 -0.2
-0.3 -0.2 0.0
0.0 0.1 0.0
-0.1 0.2 0.1
-0.1 0.0 0.1
0.0 0.0 0.1
0.0 0.0 -0.3
-0.1 -0.5 0.0
-0.6 0.1 -0.1
0.2 0.0 0.2
-0.1 0.3 -0.5
0.1 0.2 -0.1
0.4 -0.1 -0.1
0.1 -0.1 0.2
-0.7 -0.1 0.2
0.1 0.0 0.0
0.0 0.0 0.3
-0.1 0.0 -0.1
0.1 0.2 0.1
0.0 -0.1 0.2
0.0 0.1 -0.1
0.0 0.0 0.1
0.1 0.0 0.1
0.0 0.1 0.0
0.0 0.0 0.0
-0.1 -0.1 0.2
0.1 0.0 0.0
0.0 0.1 -0.1
0.1 0.0 0.0
0.0 -0.1 0.0
-0.1 0.0 0.0
0.0 -0.1 0.0
0.0 0.0 -0.1
-0.1 0.0 0.0
0.0 0.0 -0.1
0.1 0.0 0.1
0.2 0.0 0.0
-0.1 0.0 0.0
0.0 -0.1 0.0
0.0 0.1 0.0
0.0 0.1 0.0
0.0 -0.1 0.1
0.1 -0.1 0.0
0.0 0.0 0.0
0.0 0.0 -0.1
0.0 0.0 0.0
0.0 0.0 0.0
0.0 0.1 0.1
-0.1 0.0 -0.1
-0.1 0.1 -0.1
0.0 0.1 -0.2

Output
molar mass = 420.51 g mol⁻¹
SMILES = CCn1c(=O)cc(OCC(=O)Nc2ccccc2N2CCN(C)CC2)c2ccccc21
E = -1376.1237 a.u.
LUMO energy = 0.29 eV
HOMO-LUMO gap = 7.966 eV
HOMO level = -7.67 eV


Record 2
ORCA calculation (ωB97M-V/def2-TZVPD) on a cluster of 2 separate species, C6H7ClN2 in total at a distorted geometry.

Each line ends with the natural charge from an NBO analysis.
Atoms and positions in Å:
Cl -2.14995 1.58761 -0.69220  0.0363
N 0.23141 0.39885 -0.33412  -0.4398
N 2.38749 0.27527 0.32215  -0.4176
C 0.88702 1.44070 -1.01498  -0.1042
C -1.00948 -2.01853 0.02046  -0.3814
C -1.70438 -0.93094 0.30889  -0.2829
C -1.10725 0.37871 -0.02399  0.1682
C 1.21483 -0.16896 0.47490  0.2215
C 2.20248 1.26774 -0.65360  -0.0877
H -1.23903 -2.98543 0.54284  0.2046
H 0.12206 2.06670 -1.53704  0.2484
H 3.09705 1.59574 -0.93710  0.2079
H -0.03333 -2.25531 -0.54967  0.2248
H -2.68382 -0.90153 0.68380  0.2338
H 0.94263 -0.96098 1.18475  0.2063
H -1.15773 1.21036 2.20490  -0.0383

Force components x, y, z for each atom (eV/Å):
0.2 -0.1 0.0
1.2 1.3 0.6
-0.2 0.9 -1.2
-0.6 -0.7 0.2
1.7 -4.0 0.5
1.9 2.2 -1.6
-1.4 -1.1 0.9
-2.0 -2.3 1.5
-2.5 -0.8 0.9
-0.6 0.9 -0.8
1.9 -0.2 0.0
2.9 2.4 -1.8
-1.7 1.6 0.9
-1.0 -0.2 0.9
0.1 0.5 -0.4
0.0 -0.3 -0.6

Output
molar mass = 142.59 g mol⁻¹
E = -802.3193 a.u.
LUMO energy (spin up / spin down) = -0.76 / -0.77 eV
HOMO-LUMO gap (spin up / spin down) = 6.951 / 8.556 eV
HOMO level (spin up / spin down) = -7.72 / -9.32 eV


Record 3
ORCA calculation (ωB97M-V/def2-TZVPD) on a structure of composition C47H37N7O3S3Ti at a distorted geometry.

Each line ends with the Löwdin charge.
Atoms and positions in Å:
Ti 0.76634 0.28210 -0.74733  0.8127
S 1.29487 -0.75103 2.35067  1.1102
S -2.08013 -0.42908 -0.27118  0.6298
S 0.03077 2.32212 -1.91034  0.7180
O 0.47255 -0.58564 1.11859  -0.5724
O -2.22448 -1.59463 0.57182  -0.2934
O -1.82261 0.82162 0.40866  -0.3463
N 1.43307 -1.74005 -1.04636  0.0244
N 2.54212 0.92409 -0.09410  -0.1881
N -0.31084 3.72602 2.33776  0.1447
N -0.90626 -0.60271 -1.34347  -0.2630
N 2.75626 1.41619 1.13705  0.0719
N 0.58846 2.18040 0.84570  0.0346
N 1.97646 0.22105 -2.50291  -0.0476
C 1.47082 -2.79098 4.20185  -0.0942
C -0.82725 3.12993 -5.73676  -0.1010
C 3.29575 0.49297 -2.23900  -0.2863
C -0.85220 0.65223 3.38113  -0.0571
C -0.34736 2.98766 1.19479  -0.1531
C -3.65436 -0.22405 -1.11957  -0.2664
C 1.72107 2.06476 1.62841  -0.3229
C 2.58737 -0.26261 -4.77236  -0.0634
C -0.20329 -4.27638 -3.18325  -0.0343
C -4.97387 0.89911 -2.76244  -0.0580
C -0.53964 -2.79060 2.86825  -0.0470
C 0.73099 3.59123 3.24542  -0.1825
C -1.52577 1.32566 4.38603  -0.0593
C 2.62286 -2.32081 -0.83631  -0.0907
C 0.43537 0.21082 3.62275  -0.3479
C -4.71287 -1.05961 -0.81462  -0.0654
C -5.91241 -0.91518 -1.49171  -0.0743
C 0.73754 4.26993 4.45096  -0.0175
C 1.79774 4.09310 5.33613  -0.0792
C 3.92411 0.08165 -4.52637  -0.0878
C -1.75009 -2.50475 -2.64598  -0.0012
C -3.78577 0.78053 -2.06022  -0.0540
C 2.84837 3.25372 5.00537  -0.0853
C 3.57721 0.86759 -0.91737  -0.1286
C 2.97622 -3.54577 -1.38643  -0.0350
C 1.05995 0.43496 4.83847  -0.0906
C 0.70272 -2.26778 3.17204  -0.3356
C 0.52739 -2.42732 -1.79628  -0.1507
C -1.19457 0.99785 -4.01587  -0.1758
C 1.79351 2.73604 2.90070  -0.1044
C 2.85260 2.58001 3.79625  -0.0254
C -0.31491 -4.30647 4.71866  -0.0791
C -1.65014 0.91950 -5.31765  -0.0914
C -1.04398 -3.81987 3.64669  -0.0547
C 0.38138 1.11581 5.83077  -0.0727
C -0.75582 -1.84591 -1.92984  -0.2717
C -0.35180 3.20316 -4.44516  -0.1262
C -1.45480 -3.70684 -3.27984  -0.0633
C -1.47038 1.98522 -6.18494  -0.1092
C 0.95272 -3.81115 4.98083  -0.0768
C -0.52468 2.13578 -3.56183  -0.6361
C 4.27774 0.43904 -3.25210  -0.0377
C -6.03125 0.04566 -2.48513  -0.0794
C 1.67358 -0.17818 -3.73901  -0.1350
C -0.91284 1.55555 5.60763  -0.0772
C 2.08452 -4.23339 -2.19023  0.0073
C 0.80658 -3.67480 -2.41139  -0.1460
H 0.63886 -0.43716 -3.92036  0.0957
H 2.06853 0.08793 4.99618  0.1149
H 0.01965 -5.20178 -3.69260  0.1085
H 4.65945 0.05782 -5.31669  0.0983
H 2.26529 -0.59641 -5.74576  0.0956
H 2.33302 -5.19486 -2.61571  0.1153
H -2.73571 -2.06772 -2.72980  0.1121
H 5.29408 0.69324 -2.99247  0.1074
H -2.01619 -4.22765 3.41943  0.1095
H -1.44779 2.08048 6.38424  0.1060
H -0.73034 -5.08039 5.34637  0.1031
H 3.95229 -3.95798 -1.17772  0.1069
H -1.07474 4.34404 2.56393  0.1583
H -2.52861 1.68492 4.20723  0.1115
H -2.15290 0.02096 -5.65199  0.1018
H -1.20916 3.10140 0.55107  0.1143
H 1.53519 -4.21623 5.79552  0.1048
H -1.83102 1.92126 -7.19926  0.0905
H -1.30323 0.48499 2.41242  0.0869
H -0.08060 4.93282 4.69546  0.1157
H 2.45773 -2.39559 4.39289  0.1069
H -5.06751 1.65616 -3.52682  0.1101
H 3.31503 -1.78161 -0.19812  0.1112
H -1.10936 -2.39197 2.04182  0.0775
H 0.86636 1.31107 6.77392  0.1118
H 3.66773 3.11191 5.69536  0.1067
H -2.22390 -4.19411 -3.86276  0.1067
H 4.56118 1.20718 -0.60302  0.1154
H 0.15768 4.08458 -4.08995  0.0918
H -2.95654 1.44648 -2.24218  0.0976
H 1.78695 4.60569 6.28589  0.1060
H -1.36222 0.17565 -3.33519  0.0593
H -0.69364 3.97269 -6.40066  0.0971
H -6.75116 -1.55208 -1.25099  0.1037
H -4.57004 -1.81589 -0.05804  0.1096
H -6.95506 0.13624 -3.03712  0.1023
H 3.65602 1.91645 3.51942  0.1180

Force components x, y, z for each atom (eV/Å):
2.1 2.4 0.2
0.0 -0.7 1.8
-1.2 0.2 0.3
-0.3 0.7 0.1
-0.3 -0.1 0.0
-0.3 0.0 -0.4
-0.2 0.0 -0.3
0.6 -1.3 -0.1
-1.3 -0.4 -0.5
-0.2 -0.1 -0.5
-1.9 -0.7 0.2
-0.4 1.2 1.6
-0.2 -0.5 -0.1
0.3 0.2 0.8
0.1 0.1 -0.2
0.0 0.0 -0.2
0.3 0.4 1.0
0.1 -0.2 -0.2
0.0 0.3 0.4
0.5 -0.1 0.2
1.5 -0.6 -1.3
-0.8 -0.1 0.4
-0.4 -0.1 -0.1
0.0 0.0 0.0
0.0 0.1 -0.2
0.6 -0.3 -0.1
0.0 0.1 0.1
-0.8 1.1 0.4
0.0 0.1 0.0
0.1 -0.2 0.1
0.0 0.0 0.0
0.3 0.1 0.4
-0.5 0.2 -0.3
0.4 0.2 0.7
0.6 0.6 0.4
0.1 0.1 -0.1
0.3 -0.2 -0.2
1.4 -0.2 -1.2
-0.4 -1.0 -0.7
-0.1 -0.1 -0.1
0.2 -0.1 -0.4
0.0 -0.4 -0.3
-0.1 0.1 -0.1
0.0 0.6 0.7
-0.2 0.3 -0.1
0.0 -0.1 0.0
0.0 0.0 -0.1
0.1 0.0 0.0
0.0 -0.1 0.0
-0.6 -0.9 -0.6
0.0 -0.1 0.1
0.5 -0.6 -0.2
-0.1 -0.1 -0.1
0.0 0.0 0.1
-0.1 -0.1 0.2
0.0 -0.1 -0.8
0.0 0.0 0.0
0.1 -0.4 -1.3
-0.2 0.0 -0.1
0.3 0.6 0.5
0.0 0.4 0.2
0.1 0.0 0.0
0.2 0.0 0.1
0.0 -0.1 0.0
0.1 0.0 -0.1
-0.1 0.0 -0.1
0.1 0.0 -0.1
0.0 0.0 0.0
0.1 0.0 0.0
-0.1 0.0 0.0
0.0 0.1 0.1
0.0 -0.1 0.0
0.1 0.0 0.0
0.0 -0.1 -0.1
-0.1 0.0 0.0
0.0 0.0 0.0
0.0 0.0 0.0
0.0 0.0 0.0
0.0 0.0 -0.2
-0.1 0.0 0.0
-0.1 0.0 0.1
0.1 0.0 0.1
0.0 0.1 0.0
-0.1 0.1 -0.1
0.0 0.1 0.0
0.1 0.0 0.1
0.0 0.0 0.1
0.0 -0.1 0.0
-0.2 -0.1 0.0
0.1 0.1 0.0
0.1 0.1 -0.1
0.0 0.1 0.1
0.0 0.1 -0.2
0.0 0.0 -0.1
0.0 -0.1 0.0
-0.1 -0.1 0.0
-0.1 0.0 0.0
0.1 -0.1 0.0

Output
molar mass = 891.93 g mol⁻¹
E = -4466.3345 a.u.
LUMO energy (spin up / spin down) = -0.22 / -0.23 eV
HOMO-LUMO gap (spin up / spin down) = 4.688 / 4.684 eV
HOMO level (spin up / spin down) = -4.91 / -4.91 eV